Formula: C33H51BrN8O4Rb
Source: the Open Molecules 2025 dataset
Level of theory: ωB97M-V with the def2-TZVPD basis set

The geometry in XYZ format:
```
98
Properties=species:S:1:pos:R:3:forces:R:3
Rb 0.018 -1.226 1.323 -0.14 -0.38 -0.56
C 3.009 -0.794 3.048 -0.05 0.05 0.12
O 1.644 -0.774 3.441 0.03 -0.03 0.26
C 1.223 -1.960 4.084 0.01 -0.03 0.11
C -0.179 -1.765 4.637 -0.06 -0.05 0.09
O -1.178 -1.595 3.634 -0.08 -0.10 0.29
C -2.212 -2.567 3.541 0.02 0.01 0.12
C -1.979 -3.648 2.500 -0.01 -0.04 0.07
O -2.093 -3.106 1.191 -0.13 0.03 0.22
C -2.511 -4.055 0.228 0.05 -0.01 -0.02
H 3.661 -0.896 3.919 0.02 -0.01 -0.01
H 3.212 0.154 2.552 0.00 0.00 0.00
H 3.210 -1.614 2.353 0.01 -0.01 0.01
H 1.888 -2.194 4.924 0.00 0.00 0.00
H 1.263 -2.818 3.391 0.00 0.04 0.03
H -0.176 -0.861 5.251 -0.01 -0.01 0.01
H -0.430 -2.614 5.278 0.04 -0.02 -0.01
H -3.120 -2.026 3.271 -0.01 0.00 0.02
H -2.374 -3.034 4.517 0.01 -0.04 -0.02
H -2.738 -4.424 2.650 -0.01 0.01 0.00
H -0.995 -4.119 2.631 -0.01 -0.01 -0.01
H -3.489 -4.472 0.489 0.00 0.00 0.00
H -1.792 -4.873 0.134 0.00 0.00 0.00
H -2.591 -3.531 -0.723 0.01 -0.01 0.00
Br -2.978 6.146 -1.672 0.01 -0.05 0.01
C -1.205 6.135 -0.999 0.01 -0.02 -0.03
C -0.943 6.673 0.249 0.02 0.01 0.00
C 0.361 6.668 0.724 -0.04 0.00 -0.02
C 1.373 6.086 -0.024 -0.05 0.03 0.00
C 1.106 5.580 -1.290 -0.01 0.00 -0.01
C -0.188 5.610 -1.782 -0.02 0.01 0.00
N 2.713 6.151 0.498 -0.01 0.10 0.03
N 3.380 5.125 0.665 0.14 -0.11 -0.04
C 2.774 3.841 0.418 -0.06 -0.01 0.07
C 3.263 3.045 -0.577 -0.02 -0.02 -0.01
C 2.637 1.831 -0.900 0.03 0.04 0.00
C 1.525 1.364 -0.215 -0.01 -0.02 -0.02
O 0.936 0.239 -0.530 0.21 0.39 -0.42
C 1.065 2.156 0.913 0.11 0.00 -0.12
N 0.018 1.686 1.651 0.01 0.06 -0.15
C -0.367 2.363 2.703 -0.02 -0.01 0.00
C 0.245 3.556 3.131 -0.01 -0.01 0.01
C 1.272 4.061 2.391 0.00 0.00 -0.01
C 1.709 3.377 1.232 -0.04 -0.02 0.02
H -1.741 7.106 0.836 0.00 0.00 0.00
H 0.594 7.111 1.684 0.00 0.01 0.00
H 1.903 5.174 -1.896 0.01 0.00 0.01
H -0.403 5.238 -2.774 0.00 0.00 0.00
H 4.115 3.386 -1.154 0.00 0.00 0.00
H 3.018 1.226 -1.714 0.00 0.01 0.00
H -1.205 1.956 3.263 0.01 -0.01 0.01
H -0.101 4.049 4.028 0.00 0.01 -0.01
H 1.772 4.973 2.692 -0.01 -0.01 0.00
N -3.766 -0.944 -2.394 -0.07 0.00 0.03
C -3.787 0.352 -3.102 -0.02 0.01 -0.02
C -3.956 1.534 -2.143 -0.02 -0.02 0.02
C -2.739 1.884 -1.284 -0.01 0.00 0.02
N -2.509 0.870 -0.238 -0.06 0.00 0.11
C -1.494 2.003 -2.158 0.01 0.04 -0.08
C -1.278 0.778 -3.044 0.03 -0.05 0.00
N -0.965 -0.388 -2.159 -0.17 0.16 -0.09
C -2.496 0.489 -3.912 0.01 0.09 -0.04
H -4.469 -0.959 -1.664 -0.01 0.01 0.00
H -1.809 -0.562 -1.590 0.06 -0.12 -0.02
H -4.011 -1.683 -3.044 0.01 -0.01 0.01
H -4.628 0.392 -3.802 0.01 0.01 0.00
H -4.831 1.372 -1.506 0.01 -0.03 0.01
H -4.190 2.411 -2.753 0.00 0.02 0.02
H -2.925 2.867 -0.841 0.00 0.06 -0.01
H -3.309 0.834 0.384 -0.04 -0.02 -0.04
H -1.716 1.148 0.342 0.03 0.06 -0.03
H -0.613 2.190 -1.539 -0.01 -0.01 -0.04
H -1.608 2.866 -2.819 -0.01 0.03 0.03
H -0.404 0.935 -3.677 0.02 0.00 0.03
H -0.161 -0.105 -1.502 0.29 -0.01 0.04
H -0.735 -1.224 -2.689 0.00 0.03 -0.04
H -2.336 -0.411 -4.515 0.00 -0.01 0.02
H -2.596 1.317 -4.617 -0.03 0.00 0.01
C 1.355 -4.921 -0.219 0.00 0.01 0.02
C 2.404 -5.627 -1.120 0.00 -0.01 0.00
N 3.124 -4.637 -1.919 0.01 0.00 0.00
C 3.798 -3.698 -1.025 0.00 -0.01 0.00
C 2.756 -2.989 -0.119 0.01 0.03 0.05
N 1.399 -3.466 -0.426 0.05 -0.04 -0.05
C 1.135 -3.180 -1.843 -0.03 0.01 -0.02
C 2.170 -3.906 -2.746 0.00 0.01 0.01
H 1.543 -5.118 0.839 -0.01 0.00 0.00
H 0.344 -5.268 -0.444 0.00 0.00 -0.01
H 1.929 -6.336 -1.800 0.00 0.00 0.00
H 3.130 -6.182 -0.524 0.01 0.01 0.00
H 4.350 -2.978 -1.631 -0.01 0.00 -0.01
H 4.527 -4.253 -0.432 0.00 0.01 0.00
H 2.769 -1.904 -0.260 0.01 0.00 0.01
H 2.950 -3.197 0.936 0.01 -0.03 0.00
H 1.205 -2.096 -1.968 -0.01 0.01 0.01
H 0.113 -3.503 -2.069 0.00 0.02 -0.01
H 2.724 -3.191 -3.358 0.00 -0.01 -0.01
H 1.686 -4.613 -3.423 -0.01 -0.01 0.01
```
Forces are in eV/Å.

Energy (Eh): -4624.9467
Total charge: +1
HOMO-LUMO gap (eV): 7.28
Max |F| (eV/Å): 0.69
Highest occupied orbital energy (eV): -9.36
2S+1: 1
Relative energy (zero: lowest compared OMol25 entry of this formula, charge and spin) (kcal/mol): 10.38
Lowest unoccupied orbital energy (eV): -2.086

Formula: C6H12F2IN
Source: the Open Molecules 2025 dataset
Level of theory: ωB97M-V with the def2-TZVPD basis set

The geometry in XYZ format:
```
22
Properties=species:S:1:pos:R:3:forces:R:3
C 1.364 1.880 0.334 1.61 -1.69 1.00
C 1.379 0.553 -0.462 0.61 2.40 1.24
N 0.093 -0.004 -0.328 -2.33 -1.31 -1.30
C -0.963 0.250 -1.433 1.24 -0.05 3.68
C -2.323 0.422 -0.768 0.16 -1.50 -1.13
C 0.074 -1.332 0.127 1.63 0.06 1.28
F 1.114 -2.129 -0.506 -1.18 0.60 0.72
C 0.239 -1.419 1.742 1.05 -2.05 -1.63
F 1.047 -0.529 2.313 0.57 1.06 -0.26
I 0.967 -3.373 2.513 -0.11 0.25 -0.57
H 1.332 1.645 1.412 0.46 -0.16 -0.32
H 2.338 2.423 0.162 -1.76 0.45 -0.15
H 0.332 2.143 0.230 -0.20 2.02 -0.79
H 1.790 0.760 -1.427 -0.49 -0.11 -1.26
H 2.071 -0.108 -0.055 1.30 -1.16 0.85
H -0.875 -0.526 -2.104 -0.05 -1.69 -1.75
H -0.672 1.158 -1.845 0.58 1.49 -1.15
H -2.306 -0.263 0.140 -0.79 1.33 -1.01
H -2.370 1.485 -0.633 -0.57 0.33 1.13
H -3.111 0.169 -1.535 0.52 -0.01 1.13
H -0.864 -1.755 -0.157 -0.56 -0.77 0.15
H -0.657 -1.451 2.281 -1.72 0.51 0.15
```
Forces are in eV/Å.

Energy (Eh): -787.9139
HOMO-LUMO gap (eV): 9.58
Max |F| (eV/Å): 3.89
Highest occupied orbital energy (eV): -9.19
2S+1: 1
Relative energy (zero: lowest compared OMol25 entry of this formula, charge and spin) (kcal/mol): 0.00
Lowest unoccupied orbital energy (eV): 0.393

Formula: C16H40InN4O5
Source: the Open Molecules 2025 dataset
Level of theory: ωB97M-V with the def2-TZVPD basis set

The geometry in XYZ format:
```
66
Properties=species:S:1:pos:R:3:forces:R:3
C 2.598 -2.041 1.457 -0.94 0.17 -0.24
C 1.256 -2.463 2.305 0.68 0.10 0.13
O 0.266 -1.381 2.188 1.43 -1.52 -0.38
C -0.382 -1.354 0.866 -1.18 0.74 -0.79
In -1.881 -3.095 0.822 -0.21 0.29 0.20
C -3.470 -2.539 2.399 -0.09 0.70 0.46
H 2.615 -0.852 1.437 0.27 -2.55 0.20
H 3.538 -2.514 1.970 -1.56 1.00 -1.16
H 2.466 -2.420 0.335 0.54 0.74 2.56
H 1.503 -2.608 3.464 -0.49 0.62 -2.41
H 0.900 -3.510 1.922 0.24 2.06 0.51
H 0.351 -1.344 -0.047 -0.89 0.28 1.79
H -1.026 -0.352 0.836 1.72 -2.24 0.11
H -1.069 -4.655 1.312 -0.21 0.26 -0.10
H -2.745 -3.227 -0.761 0.19 -0.03 0.16
H -4.471 -3.088 2.133 1.77 1.11 0.86
H -3.601 -1.359 2.374 0.02 -2.41 0.10
H -3.020 -2.824 3.444 -1.22 0.43 -1.78
C 2.884 -5.853 -0.331 -0.38 0.51 0.71
O 2.200 -4.841 -0.242 0.87 -1.15 0.08
N 3.384 -6.576 0.731 -0.20 0.33 -1.12
C 4.187 -7.767 0.543 -0.21 0.28 0.16
C 3.097 -6.133 2.079 -0.26 0.30 -0.04
H 3.162 -6.278 -1.310 0.07 -0.12 0.04
H 3.684 -8.612 1.022 0.19 -0.12 -0.08
H 5.165 -7.611 1.007 0.05 -0.22 -0.06
H 4.325 -7.986 -0.519 -0.07 0.10 0.14
H 2.013 -6.115 2.225 0.12 0.12 0.15
H 3.486 -5.119 2.211 -0.14 -0.08 0.16
H 3.556 -6.801 2.812 -0.03 0.05 -0.22
C 0.468 0.528 -4.091 0.05 -0.85 -0.19
O -0.293 0.890 -4.980 0.52 -0.43 0.38
N 0.983 -0.743 -3.949 -0.37 1.45 -0.07
C 1.881 -1.095 -2.868 -0.15 -0.14 -0.06
C 0.616 -1.762 -4.911 -0.24 0.23 -0.11
H 0.812 1.222 -3.307 0.02 -0.16 0.04
H 2.827 -1.443 -3.292 0.06 -0.03 0.17
H 1.427 -1.896 -2.277 0.20 0.08 0.13
H 2.072 -0.236 -2.219 -0.14 -0.12 -0.12
H 0.922 -1.436 -5.909 -0.10 -0.17 -0.01
H -0.471 -1.887 -4.899 0.14 -0.13 -0.13
H 1.098 -2.713 -4.670 -0.07 0.24 0.08
C -0.570 2.663 -0.143 -0.33 -0.54 0.64
O -0.838 1.489 -0.365 0.16 1.45 0.22
N -0.747 3.309 1.063 0.27 -0.24 -1.21
C -0.405 4.704 1.248 -0.09 -0.40 0.01
C -1.292 2.569 2.182 0.00 -0.41 -0.14
H -0.150 3.317 -0.924 0.03 0.14 0.07
H 0.348 4.782 2.037 -0.04 0.24 -0.04
H -1.304 5.253 1.542 0.21 0.12 0.01
H -0.006 5.137 0.326 -0.11 -0.08 0.15
H -0.637 1.721 2.402 -0.23 -0.04 0.11
H -2.282 2.189 1.910 0.10 -0.10 0.20
H -1.374 3.209 3.065 0.06 -0.01 -0.22
C -2.142 7.614 0.650 0.02 0.15 -0.85
O -0.935 7.755 0.494 -1.01 -0.01 -0.14
N -3.085 7.625 -0.355 0.75 -0.04 1.21
C -4.498 7.450 -0.089 0.17 -0.01 -0.17
C -2.651 7.818 -1.723 0.35 0.01 0.05
H -2.580 7.460 1.651 -0.11 -0.01 -0.07
H -4.854 6.568 -0.629 -0.18 0.09 0.12
H -5.036 8.336 -0.438 -0.16 -0.12 0.08
H -4.684 7.316 0.980 0.12 0.02 -0.17
H -1.952 7.019 -1.991 -0.06 0.17 -0.15
H -2.134 8.779 -1.801 0.00 -0.14 -0.17
H -3.505 7.803 -2.406 0.11 -0.03 0.23
```
Forces are in eV/Å.

Energy (Eh): -1418.8374
Total charge: -1
HOMO-LUMO gap (eV): 5.43
Max |F| (eV/Å): 2.83
Highest occupied orbital energy (eV): -3.37
2S+1: 1
Lowest unoccupied orbital energy (eV): 2.062